Computed, not measured: a 2-piece molecular cluster, C3H7N2O3 overall at a distorted geometry, with the ωB97M-V functional and the def2-TZVPD basis.

```
15
Properties=species:S:1:pos:R:3:lowdin_charge:R:1
C -2.0173 0.2036 0.4731 -0.2382
C -1.0157 0.6667 -0.2548 -0.0634
C 3.2346 0.3234 -0.3014 -0.2424
N 4.3919 0.3308 -0.0884 0.0930
N -0.2466 -0.3313 -1.0902 0.1582
O 2.1027 0.3643 -0.5747 0.1131
O -2.4414 -1.0110 0.3737 0.0738
O 5.3308 0.7993 0.7570 0.1108
H -2.6335 0.9028 1.0918 0.1584
H -0.8164 1.7323 -0.3682 0.1304
H -0.0877 0.2550 -1.9916 0.2030
H -0.6745 -1.2098 -1.3161 0.1435
H 0.7514 -0.4888 -0.6649 0.1280
H -2.8654 -1.2391 1.2299 0.1556
H 6.1166 0.3816 0.6144 0.0762
```

frontier orbital gap	10.612	eV
energy above the lowest of the compared OMol25 structures with the same formula, charge and spin	63.74	kcal/mol
LUMO level	-3.11	eV
calculated total energy	-12336.8116	eV
F_max	5.06	eV/A
highest occupied orbital energy	-13.7	eV
charge	+1

---

Computed, not measured: C27H44AsIrN5OSi3 as an isolated structure, with the ωB97M-V functional and the def2-TZVPD basis.

```
82
Properties=species:S:1:pos:R:3:lowdin_charge:R:1
Ir 0.1133 -0.2727 0.0143 1.1727
C -3.3378 -1.6036 4.4705 -0.0721
C -3.1053 -1.7178 2.9618 -0.2131
C -3.4203 -0.4305 2.2374 -0.1718
C -4.7555 -0.0538 2.1090 -0.0283
C -5.1121 1.1181 1.4739 -0.0465
C -4.1310 1.9532 0.9603 -0.0218
C -2.7892 1.6210 1.0540 -0.1792
C -1.7481 2.5971 0.5687 -0.2151
C -1.0888 3.3762 1.7080 -0.0688
C -2.4450 0.4165 1.6902 -0.1770
N -1.0668 0.0401 1.7241 -0.0497
C -0.4054 -0.1416 2.8207 -0.0425
C 0.9364 -0.5651 2.7066 -0.3033
C 1.8971 -1.0176 3.5873 0.0103
C 2.9713 -1.4855 2.7994 -0.0421
C 2.6211 -1.2947 1.4780 -0.1538
N 1.3979 -0.7054 1.4078 -0.1794
H -3.0764 -2.5347 4.9726 0.0814
H -4.3821 -1.3819 4.6882 0.0783
H -2.7401 -0.7996 4.9050 0.0695
H -3.7533 -2.5059 2.5670 0.1203
H -2.0849 -2.0461 2.7741 0.0751
H -5.5231 -0.7063 2.5075 0.1245
H -6.1556 1.3855 1.3759 0.1140
H -4.4107 2.8805 0.4758 0.1201
H -2.2266 3.2940 -0.1220 0.1162
H -0.9781 2.0824 -0.0148 0.0472
H -1.8386 3.8979 2.3028 0.0854
H -0.3914 4.1167 1.3159 0.0746
H -0.5353 2.7149 2.3771 0.0635
H -0.8778 0.0375 3.7823 0.1520
H 1.8217 -1.0382 4.6624 0.1197
H 3.8878 -1.9257 3.1539 0.1093
H 3.1610 -1.5438 0.5823 0.0653
C 1.8244 1.4838 -5.1022 -0.1939
Si 0.7934 1.5171 -3.5480 0.3237
C 0.8511 3.2042 -2.7489 -0.2039
C -0.9477 1.0559 -4.0143 -0.1968
As 1.7404 -0.0165 -1.9314 0.7838
Si 3.8259 1.0125 -1.2983 0.3180
C 3.3305 2.3178 -0.0607 -0.2055
C 4.5567 1.7293 -2.8584 -0.2092
C 5.0976 -0.1316 -0.5554 -0.1972
Si 1.9966 -2.1333 -2.9606 0.2918
C 2.9384 -3.2216 -1.7742 -0.2074
C 0.2542 -2.7715 -3.1894 -0.2024
C 2.8888 -1.9821 -4.5925 -0.2020
H 1.3986 2.2186 -5.7924 0.0500
H 1.7807 0.5145 -5.5974 0.0191
H 2.8672 1.7508 -4.9488 0.0104
H 0.3174 3.9107 -3.3899 0.0465
H 1.8738 3.5688 -2.6428 0.0198
H 0.3750 3.2214 -1.7675 0.0160
H -1.3802 1.9160 -4.5341 0.0478
H -1.5912 0.8165 -3.1749 0.0032
H -0.9608 0.2159 -4.7114 0.0376
H 2.6297 3.0393 -0.4817 0.0141
H 4.2115 2.8651 0.2835 0.0467
H 2.8697 1.8564 0.8171 0.0194
H 4.0221 2.6163 -3.1987 0.0238
H 4.5861 1.0050 -3.6730 0.0237
H 5.5868 2.0281 -2.6478 0.0460
H 4.8349 -0.5053 0.4298 0.0093
H 6.0001 0.4763 -0.4353 0.0492
H 5.3584 -0.9677 -1.2054 0.0326
H 2.3692 -3.4139 -0.8628 0.0286
H 3.9110 -2.8088 -1.5027 0.0168
H 3.1191 -4.1862 -2.2563 0.0465
H -0.1172 -3.2135 -2.2626 0.0168
H 0.2410 -3.5560 -3.9497 0.0480
H -0.4376 -1.9879 -3.5056 0.0198
H 3.7164 -1.2720 -4.5608 0.0250
H 2.2092 -1.6810 -5.3901 0.0266
H 3.3010 -2.9571 -4.8641 0.0431
O -1.6189 -0.3172 -1.3169 -0.1401
N -1.3125 -1.3144 -0.6086 -0.2880
C -2.0473 -2.3235 -0.2691 -0.2518
C -3.3818 -2.4404 -0.7672 -0.1273
N -4.4622 -2.5313 -1.1437 0.2291
C -1.4461 -3.3318 0.5446 -0.1679
N -0.9624 -4.1400 1.2010 0.2258
```

frontier orbital gap	6.829	eV
energy above the lowest of the compared OMol25 structures with the same formula, charge and spin	0.00	kcal/mol
LUMO level	-4.43	eV
calculated total energy	-125516.9511	eV
F_max	0.98	eV/A
highest occupied orbital energy	-11.3	eV
charge	+1

---

Computed, not measured: H2HgNO7Se as an isolated structure at a distorted geometry, with the ωB97M-V functional and the def2-TZVPD basis.

```
12
Properties=species:S:1:pos:R:3:mulliken_spin:R:1
Hg 0.8645 -0.6213 0.2876 0.6226
O -0.8898 1.7927 -0.7201 0.0022
Se 0.6226 1.8905 -1.3603 0.0386
O 0.7820 3.1991 -2.3020 -0.0025
O 0.9221 0.5120 -2.2026 0.0319
O 1.6894 1.9518 -0.1052 0.0601
O 0.6378 -4.3745 -0.1022 0.0808
N 0.2215 -3.5675 0.7180 0.0832
O -0.4568 -3.9215 1.6755 0.0799
O -1.3490 1.1109 1.7586 0.0084
H -1.9907 0.4738 1.4319 -0.0005
H -1.0537 1.5541 0.9206 -0.0048
```

frontier orbital gap (spin up / spin down)	7.584 / 5.866	eV
multiplicity	2
energy above the lowest of the compared OMol25 structures with the same formula, charge and spin	1.87	kcal/mol
LUMO level (spin up / spin down)	6.10 / 4.24	eV
calculated total energy	-85371.4279	eV
F_max	1.11	eV/A
highest occupied orbital energy (spin up / spin down)	-1.5 / -1.6	eV
charge	-2

---

Computed, not measured: C25H31N4O as an isolated structure at a distorted geometry, with the ωB97M-V functional and the def2-TZVPD basis.

```
61
Properties=species:S:1:pos:R:3:lowdin_charge:R:1
C 3.0625 -3.4378 -1.0637 -0.0044
N 2.1831 -2.5779 -0.3119 -0.0335
C 2.2445 -2.5025 1.0524 -0.3617
O 3.0170 -3.1463 1.7614 0.0979
C 1.2318 -1.4618 1.4984 -0.1622
C 1.8697 -0.3051 2.2601 -0.0939
C 2.4705 -0.7381 3.5724 -0.2415
C 3.8045 -0.4227 3.8511 -0.0392
C 4.3972 -0.9061 5.0174 -0.0691
C 3.6359 -1.6474 5.9285 -0.0784
C 2.2826 -1.9073 5.6813 -0.0683
C 1.6902 -1.4400 4.5032 -0.0422
N 0.6601 -1.0184 0.2195 0.0189
C -0.3278 -0.0918 0.1554 -0.0588
C -0.8844 0.3060 -1.0270 -0.0959
C -2.1271 1.1094 -0.9721 -0.0653
C -2.6625 1.5944 -2.3096 -0.1688
C -3.8657 2.3293 -2.3922 -0.0273
C -4.3967 2.6677 -3.6333 -0.0006
C -3.7998 2.2179 -4.8117 -0.2231
C -4.4278 2.4314 -6.0778 -0.1575
N -4.9381 2.5726 -7.1257 0.1846
C -2.5890 1.5251 -4.7617 0.0075
C -1.9709 1.3029 -3.5187 0.0122
C 1.2174 -1.7039 -0.9597 -0.4526
C 1.9064 -0.7231 -1.9353 0.0033
C 0.1840 -2.5432 -1.7566 0.0102
H 3.7241 -3.9587 -0.3723 0.0996
H 2.4915 -4.1835 -1.6309 0.0985
H 3.6778 -2.8588 -1.7651 0.0971
H 0.4509 -1.9545 2.1150 0.1655
H 2.6281 0.2012 1.6361 0.1345
H 1.0938 0.4471 2.4626 0.1127
H 4.3906 0.1579 3.1307 0.1154
H 5.4592 -0.7293 5.2008 0.1090
H 4.1175 -2.0462 6.8203 0.1056
H 1.7035 -2.4967 6.3961 0.1078
H 0.6341 -1.6426 4.2956 0.1105
H -0.6921 0.2846 1.1227 0.1330
H -0.3597 -0.1188 -1.9291 0.0689
H -2.8513 0.6587 -0.2151 0.1517
H -4.4231 2.6521 -1.5023 0.1110
H -5.3487 3.1852 -3.6908 0.1311
H -2.1922 1.0683 -5.6753 0.1361
H -0.9634 0.8502 -3.4878 0.1112
H 2.7505 -0.2205 -1.4468 0.1044
H 2.2676 -1.2734 -2.8128 0.0928
H 1.2282 0.0493 -2.3146 0.0619
H -0.1087 -3.4212 -1.1682 0.1032
H -0.7229 -1.9920 -2.0279 0.0745
H 0.6414 -2.8856 -2.6957 0.0937
C -1.0736 2.9929 0.4458 -0.0498
N -2.4618 2.6696 0.0449 -0.1660
C -3.5363 2.6967 1.1387 -0.0095
H -0.4456 2.8393 -0.4573 0.1078
H -0.9654 4.0201 0.8699 0.1145
H -0.7738 2.2044 1.1611 0.0736
H -2.8012 3.2587 -0.7241 0.1082
H -4.4768 2.2851 0.7240 0.0901
H -3.1690 2.0576 1.9581 0.0954
H -3.7608 3.7201 1.5495 0.1156
```

frontier orbital gap	7.068	eV
energy above the lowest of the compared OMol25 structures with the same formula, charge and spin	35.26	kcal/mol
LUMO level	-3.95	eV
calculated total energy	-34427.4553	eV
F_max	3.28	eV/A
highest occupied orbital energy	-11.0	eV
charge	+1

---

Computed, not measured: C29H31FN6O6Sc as an isolated structure at a distorted geometry, with the ωB97M-V functional and the def2-TZVPD basis.

```
74
Properties=species:S:1:pos:R:3:lowdin_charge:R:1
Sc 1.0087 0.0170 -0.0986 1.1679
C 3.9871 -0.9301 2.9434 -0.0308
C 3.1954 -0.0955 1.9999 -0.4119
O 2.7699 -0.5408 0.8438 -0.1278
C 2.9847 1.1862 2.5514 -0.0561
C 2.1427 2.1819 2.0597 -0.2972
C 1.9483 3.4786 2.8056 -0.0472
N 1.4207 1.9958 0.9184 -0.0910
N 0.7356 3.0100 0.4173 0.0058
C 0.1578 2.8000 -0.7675 -0.4564
O 0.1146 1.6483 -1.2992 -0.1150
C -0.4196 3.9921 -1.4784 -0.1403
C -0.4021 5.2553 -0.8130 -0.0276
C -0.9952 6.3671 -1.4156 -0.0851
C -1.4793 6.2730 -2.7507 -0.0972
C -1.4514 5.0502 -3.4135 -0.0837
C -0.8804 3.9362 -2.7694 -0.0365
H 4.4044 -1.7830 2.3985 0.0930
H 4.8304 -0.2965 3.3009 0.0891
H 3.3457 -1.2499 3.7768 0.1007
H 3.5020 1.3197 3.5323 0.1173
H 1.0690 4.0342 2.3674 0.0671
H 1.8943 3.4198 3.9110 0.0815
H 2.7845 4.1477 2.5620 0.0802
H 0.1051 5.3724 0.1739 0.1103
H -1.1359 7.2570 -0.8655 0.0758
H -1.8199 7.1351 -3.2894 0.0838
H -1.7746 4.9892 -4.4308 0.0885
H -0.8176 3.0136 -3.2937 0.1020
C 1.3227 -4.8005 2.3021 -0.2281
C 1.5725 -4.3514 3.6636 -0.2159
C 2.7067 -5.0964 4.1311 -0.2453
C 3.0589 -6.0175 3.1493 -0.2448
C 2.2358 -5.8314 1.9906 -0.2275
H 0.5364 -4.4058 1.6425 0.0443
H 1.0248 -3.6063 4.2350 0.0344
H 3.1640 -4.9970 5.1085 0.0451
H 3.7786 -6.8241 3.2514 0.0476
H 2.1605 -6.4957 1.1670 0.0315
F 4.0020 -0.9815 -5.3359 0.0720
C 2.7849 -1.5812 -5.3781 -0.1607
C 2.2968 -2.1978 -4.2768 0.0538
N 0.9626 -2.5739 -4.2565 -0.0014
C 0.3103 -2.8385 -2.9761 0.0059
C 0.5863 -1.6957 -1.9206 -0.5231
O 0.0846 -1.8225 -0.7515 -0.0739
O 1.3792 -0.7238 -2.1829 -0.0623
C 0.1504 -2.5763 -5.3860 -0.4437
O -1.0682 -2.7095 -5.3833 0.0681
N 0.8302 -2.2535 -6.5502 0.2034
C 2.0494 -1.5997 -6.6490 -0.3610
O 2.3910 -1.0691 -7.7285 0.0500
H 2.8613 -2.2544 -3.3133 0.1717
H 0.6837 -3.7678 -2.5575 0.1443
H -0.7486 -2.9433 -3.1774 0.1253
H 0.2515 -2.3846 -7.3501 0.1562
N -0.2643 -0.2349 1.6828 0.1662
C -1.4294 0.0527 1.8023 -0.1764
N -2.7224 0.1914 1.9011 -0.0477
C -3.6171 -0.5269 0.8766 -0.0996
C -5.0816 -0.7038 1.2698 -0.1758
C -5.6130 0.6486 1.7556 -0.2021
C -4.8315 1.0823 3.0014 -0.1957
C -3.3329 1.2157 2.8345 -0.1215
H -3.1222 -1.4789 0.7109 0.1262
H -3.5565 0.0183 -0.0615 0.1235
H -5.1199 -1.4759 2.0638 0.1252
H -5.5996 -1.0934 0.3874 0.1179
H -6.6694 0.6582 2.0027 0.1026
H -5.5399 1.4019 0.9370 0.1263
H -5.0288 0.3501 3.8001 0.1188
H -5.2149 2.0374 3.3697 0.1141
H -2.8589 1.0415 3.8376 0.1353
H -2.9910 2.2300 2.4836 0.1373
```

frontier orbital gap	4.282	eV
energy above the lowest of the compared OMol25 structures with the same formula, charge and spin	0.00	kcal/mol
LUMO level	1.83	eV
calculated total energy	-75223.4136	eV
F_max	4.81	eV/A
highest occupied orbital energy	-2.5	eV
charge	-1

---

Computed, not measured: an isolated ion of composition C2H7N2O and charge +1 at a distorted geometry, with the ωB97M-V functional and the def2-TZVPD basis.

```
12
Properties=species:S:1:pos:R:3:lowdin_charge:R:1
C -0.1534 -0.4260 0.4755 -0.1407
C 1.0117 0.3101 -0.0685 0.0238
N -2.1317 0.3467 -0.3813 0.0114
N 2.2154 -0.0314 -0.2683 0.2746
O -1.2403 -0.6854 -0.4480 -0.1712
H -0.0744 -1.3437 1.1174 0.1658
H -0.5509 0.3595 1.1470 0.1333
H 0.7091 1.3139 -0.4314 0.1792
H -2.3791 0.3658 0.5983 0.0861
H -2.9560 0.1544 -0.9860 0.1315
H 2.6343 -0.8692 0.0008 0.1396
H 2.9152 0.5054 -0.7556 0.1666
```

frontier orbital gap	7.651	eV
energy above the lowest of the compared OMol25 structures with the same formula, charge and spin	93.26	kcal/mol
LUMO level	-5.54	eV
calculated total energy	-7205.1009	eV
F_max	3.49	eV/A
highest occupied orbital energy	-13.2	eV
charge	+1